Version A
{"formula": "C4H3NO", "method": "ωB97M-V/def2-TZVPD", "species": ["C", "C", "C", "O", "C", "N", "H", "H", "H"], "positions_angstrom": [[-0.2377, -0.3512, 0.0905], [0.8596, 0.3176, 0.1424], [2.2128, -0.5962, -0.2617], [2.1583, -1.7500, -0.5228], [3.1972, 0.2853, 0.0601], [3.8784, 1.1112, 0.4967], [-1.2346, 0.0098, 0.4030], [-0.0696, -1.3606, -0.0189], [1.1133, 1.3882, 0.3184]], "lowdin_charge": [0.019, -0.065, -0.384, 0.148, -0.173, 0.219, 0.089, 0.040, 0.107], "lumo_energy_ev": -1.03, "total_charge": 0, "e_homo_ev": -10.8, "smiles": "C=CC(=O)C#N"}



Version B
{"formula": "C4H3NO", "method": "ωB97M-V/def2-TZVPD", "species": ["C", "C", "C", "C", "N", "O", "H", "H", "H"], "positions_angstrom": [[-0.8066, -1.9139, -0.1386], [0.5577, 1.4339, 0.0815], [-0.4862, 0.6174, -0.1807], [-0.2057, -0.7223, -0.0151], [-1.1980, -2.9381, -0.4302], [1.8326, -1.0096, 0.7001], [0.4749, 2.5486, 0.0083], [1.3825, 0.9753, 0.4646], [-1.5512, 1.0087, -0.4899]], "lowdin_charge": [-0.216, 0.158, -0.145, 0.000, 0.234, -0.315, 0.113, 0.015, 0.156], "lumo_energy_ev": [-3.10, -3.22], "total_charge": 0, "e_homo_ev": [-9.7, -9.3]}



Version C
{"formula": "C4H3NO", "method": "ωB97M-V/def2-TZVPD", "species": ["C", "C", "C", "C", "N", "O", "H", "H", "H"], "positions_angstrom": [[0.5268, -0.3122, -0.4132], [0.9409, -1.5218, 0.4918], [-0.4726, 0.6591, -0.3162], [1.8021, -2.5347, 0.6022], [-1.4459, 1.3216, -0.6471], [2.6118, -3.3377, 0.8444], [1.2744, 0.1664, -1.1949], [0.1878, -1.5762, 1.3113], [-1.8392, 2.1296, -0.2566]], "lowdin_charge": [-0.104, -0.103, -0.185, -0.202, 0.148, 0.162, 0.125, 0.113, 0.047], "lumo_energy_ev": 0.48, "total_charge": 0, "e_homo_ev": -7.9}



Most stable structure, least stable structure: version A, version B.



Version A
{"formula": "C4H10O2", "method": "ωB97M-V/def2-TZVPD", "species": ["C", "O", "C", "C", "C", "O", "H", "H", "H", "H", "H", "H", "H", "H", "H", "H"], "positions_angstrom": [[-0.9059, -2.1136, -0.5999], [0.0097, -1.0452, -0.5363], [-0.6325, 0.2166, -0.4429], [0.4564, 1.2779, -0.3820], [1.1632, 1.3820, 0.9880], [1.0697, 0.2449, 1.8187], [-1.5858, -2.0074, -1.4581], [-0.3328, -3.0365, -0.7139], [-1.5096, -2.1766, 0.3173], [-1.2799, 0.2349, 0.4536], [-1.2644, 0.3742, -1.3296], [1.1810, 1.0360, -1.1698], [0.0086, 2.2514, -0.6268], [2.2236, 1.6159, 0.8347], [0.7245, 2.2066, 1.5540], [0.6743, -0.4612, 1.2931]], "lowdin_charge": [-0.107, -0.214, -0.248, -0.144, -0.258, -0.070, 0.090, 0.092, 0.093, 0.134, 0.124, 0.117, 0.116, 0.111, 0.108, 0.056], "lumo_energy_ev": 0.97, "total_charge": 0, "e_homo_ev": -9.9, "smiles": "COCCCO"}



Version B
{"formula": "C4H10O2", "method": "ωB97M-V/def2-TZVPD", "species": ["C", "C", "C", "C", "O", "H", "H", "H", "H", "H", "H", "H", "H", "O", "H", "H"], "positions_angstrom": [[-2.2576, -0.8670, 0.5158], [-1.0186, -0.0223, 0.5521], [0.2276, -0.4898, 0.5085], [1.4438, 0.3777, 0.6134], [2.3452, 0.0173, -0.4325], [-2.9663, -0.4976, -0.2341], [-2.0229, -1.9104, 0.2842], [-2.7747, -0.8424, 1.4825], [-1.1681, 1.0558, 0.6386], [0.4154, -1.5599, 0.4131], [1.9291, 0.2207, 1.5888], [1.1552, 1.4348, 0.5371], [3.1471, 0.5456, -0.3302], [0.5099, 1.1727, -2.2831], [-0.2362, 0.6547, -1.9603], [1.2709, 0.7101, -1.8939]], "lowdin_charge": [-0.102, -0.173, -0.118, -0.264, -0.091, 0.073, 0.075, 0.075, 0.113, 0.119, 0.120, 0.120, 0.101, -0.069, 0.016, 0.004], "lumo_energy_ev": 0.83, "total_charge": 0, "e_homo_ev": -9.7, "smiles": "C/C=C/CO.O"}



Version C
{"formula": "C4H10O2", "method": "ωB97M-V/def2-TZVPD", "species": ["C", "C", "C", "O", "C", "O", "H", "H", "H", "H", "H", "H", "H", "H", "H", "H"], "positions_angstrom": [[-1.5265, -0.7778, 0.1678], [-0.4425, 0.2381, -0.1767], [0.6221, -0.3453, -1.0815], [1.7357, 0.3517, -1.3258], [0.1938, 0.8812, 1.0609], [1.0124, 1.9724, 0.7501], [-1.9710, -1.2135, -0.7338], [-1.1263, -1.5974, 0.7783], [-2.3293, -0.3023, 0.7386], [-0.8640, 1.0541, -0.7841], [0.2265, -0.9766, -1.8982], [1.0354, -1.4476, -0.2690], [1.7203, -0.8415, -0.5786], [-0.5982, 1.2411, 1.7276], [0.7391, 0.0909, 1.6169], [1.5724, 1.6727, 0.0076]], "lowdin_charge": [-0.067, -0.348, -0.366, -0.170, -0.256, -0.061, 0.083, 0.083, 0.084, 0.166, 0.141, 0.195, 0.199, 0.125, 0.128, 0.064], "lumo_energy_ev": 0.55, "total_charge": 0, "e_homo_ev": -9.8}



Most stable structure, least stable structure: version B, version C.



Version A
{"formula": "C4H10O2", "method": "ωB97M-V/def2-TZVPD", "species": ["C", "C", "C", "C", "O", "H", "H", "H", "H", "H", "H", "H", "H", "O", "H", "H"], "positions_angstrom": [[1.2908, 1.0749, -1.4538], [1.0742, -0.4280, -1.2058], [0.0162, -0.7122, -0.1232], [0.3500, -0.1641, 1.2250], [-0.3804, 0.6337, 1.7402], [0.3950, 1.4459, -1.9514], [1.5052, 1.5980, -0.5260], [2.1518, 1.2585, -2.0976], [0.8749, -1.0207, -2.0976], [2.0534, -0.8355, -0.9079], [-1.0031, -0.4526, -0.3976], [0.0792, -1.8109, -0.1084], [1.2264, -0.6223, 1.7045], [-3.5265, -0.0294, 1.8592], [-3.4918, 0.1452, 2.8008], [-2.6150, -0.0803, 1.5397]], "lowdin_charge": [-0.099, -0.259, -0.179, -0.276, 0.056, 0.077, 0.069, 0.069, 0.104, 0.106, 0.117, 0.120, 0.130, -0.062, 0.031, -0.002], "lumo_energy_ev": 0.78, "total_charge": 0, "e_homo_ev": -10.2, "smiles": "CCCC=O.O"}



Version B
{"formula": "C4H10O2", "method": "ωB97M-V/def2-TZVPD", "species": ["C", "O", "C", "C", "C", "O", "H", "H", "H", "H", "H", "H", "H", "H", "H", "H"], "positions_angstrom": [[-0.5216, -0.8490, 2.3816], [0.3239, -0.7180, 1.2658], [-0.2425, 0.0863, 0.2591], [0.5718, -0.0573, -1.0135], [-0.1025, 0.6554, -2.1750], [1.8729, 0.4862, -0.8563], [-0.7382, 0.1226, 2.8528], [-1.4783, -1.3190, 2.1018], [-0.0142, -1.4878, 3.1075], [-0.2401, 1.1477, 0.5699], [-1.2909, -0.1972, 0.0775], [0.6599, -1.1325, -1.2328], [0.5176, 0.5679, -3.0708], [-0.2097, 1.7208, -1.9460], [-1.0914, 0.2353, -2.3889], [1.9833, 0.7387, 0.0673]], "lowdin_charge": [-0.116, -0.181, -0.219, -0.431, -0.052, -0.027, 0.091, 0.090, 0.090, 0.141, 0.131, 0.147, 0.082, 0.085, 0.081, 0.087], "lumo_energy_ev": 0.98, "total_charge": 0, "e_homo_ev": -10.1, "smiles": "COC[C@@H](C)O"}



Version C
{"formula": "C4H10O2", "method": "ωB97M-V/def2-TZVPD", "species": ["C", "C", "O", "C", "C", "O", "H", "H", "H", "H", "H", "H", "H", "H", "H", "H"], "positions_angstrom": [[-1.8309, 0.0197, 0.3456], [-0.3721, 0.2485, 0.5658], [0.1081, -1.0305, 1.4492], [0.3119, 0.8079, -0.7471], [1.6759, 0.1515, -0.8007], [1.4428, -1.2081, -0.5423], [-2.2727, -0.3206, 1.2798], [-2.3269, 0.9282, -0.0083], [-1.9533, -0.7445, -0.4344], [-0.0860, 0.9189, 1.3616], [-0.3948, -1.8627, 1.3080], [0.3323, 1.9216, -0.7035], [-0.2517, 0.5692, -1.6646], [2.3336, 0.6327, -0.0553], [2.1670, 0.2590, -1.7774], [1.1166, -1.2907, 0.4236]], "lowdin_charge": [-0.072, -0.261, -0.110, -0.139, -0.297, -0.124, 0.080, 0.091, 0.098, 0.131, 0.105, 0.126, 0.114, 0.118, 0.116, 0.025], "lumo_energy_ev": 0.85, "total_charge": 0, "e_homo_ev": -9.5, "smiles": "C[C@@H](O)CCO"}



Version D
{"formula": "C4H10O2", "method": "ωB97M-V/def2-TZVPD", "species": ["C", "C", "C", "O", "C", "O", "H", "H", "H", "H", "H", "H", "H", "H", "H", "H"], "positions_angstrom": [[-1.3236, -0.9973, -0.3928], [-0.2417, -0.1115, 0.2465], [-0.5622, 1.3934, 0.0996], [-0.2018, -0.4594, 1.6221], [1.1197, -0.4599, -0.4048], [2.2220, 0.0064, 0.3739], [-0.9948, -2.0425, -0.4425], [-2.2533, -0.9892, 0.1866], [-1.5555, -0.6730, -1.4128], [-0.7674, 1.6768, -0.9404], [-1.4415, 1.6523, 0.6984], [0.2591, 2.0339, 0.4504], [0.6332, -0.1094, 1.9666], [1.1973, -1.5521, -0.5198], [1.1537, -0.0253, -1.4076], [2.7567, 0.6568, -0.1233]], "lowdin_charge": [-0.030, -0.607, -0.031, -0.019, -0.199, -0.066, 0.083, 0.090, 0.085, 0.081, 0.086, 0.081, 0.092, 0.124, 0.127, 0.104], "lumo_energy_ev": 0.71, "total_charge": 0, "e_homo_ev": -10.0, "smiles": "CC(C)(O)CO"}



Most stable structure, least stable structure: version D, version C.



Version A
{"formula": "C4H10O2", "method": "ωB97M-V/def2-TZVPD", "species": ["C", "O", "C", "C", "C", "O", "H", "H", "H", "H", "H", "H", "H", "H", "H", "H"], "positions_angstrom": [[-1.7472, -0.5613, 0.1805], [-0.2035, -1.0271, 0.7596], [0.8039, -0.1045, 0.3318], [0.6585, 1.2656, 0.9570], [0.7596, -0.1119, -1.2102], [0.3157, -1.3018, -1.6345], [-1.9974, 0.0197, 1.0437], [-1.8696, 0.0103, -0.7199], [-2.3199, -1.4642, 0.1374], [1.7438, -0.5650, 0.6581], [0.6082, 1.2113, 2.0463], [-0.2361, 1.7800, 0.6027], [1.5166, 1.8843, 0.6911], [0.1521, 0.6937, -1.6205], [1.7479, 0.0356, -1.6125], [0.0675, -1.7646, -0.6106]], "lowdin_charge": [0.095, -0.185, -0.408, -0.047, -0.337, -0.124, 0.065, 0.076, 0.073, 0.151, 0.084, 0.076, 0.086, 0.110, 0.114, 0.171], "lumo_energy_ev": 0.88, "total_charge": 0, "e_homo_ev": -9.4, "smiles": "CO[C@H](C)CO"}



Version B
{"formula": "C4H10O2", "method": "ωB97M-V/def2-TZVPD", "species": ["C", "O", "C", "C", "C", "O", "H", "H", "H", "H", "H", "H", "H", "H", "H", "H"], "positions_angstrom": [[1.6402, 0.9260, 0.0549], [0.4310, 0.5237, 0.6262], [-0.3030, -0.3607, -0.2222], [0.1531, -1.7436, 0.3286], [-1.7106, 0.2951, -0.2275], [-1.5413, 1.6836, -0.4474], [2.1266, 0.0871, -0.4514], [1.4802, 1.7179, -0.6844], [2.2924, 1.2747, 0.8523], [0.0651, -0.2603, -1.2536], [1.1400, -1.5547, 0.7608], [0.3156, -2.5229, -0.4180], [-0.4628, -2.1547, 1.1287], [-2.3301, -0.0369, -1.0620], [-2.2695, 0.1252, 0.7051], [-1.0268, 2.0004, 0.3100]], "lowdin_charge": [-0.113, -0.228, -0.341, -0.019, -0.198, -0.068, 0.089, 0.096, 0.092, 0.138, 0.075, 0.071, 0.075, 0.121, 0.122, 0.087], "lumo_energy_ev": 1.05, "total_charge": 0, "e_homo_ev": -9.9, "smiles": "CO[C@@H](C)CO"}



Version C
{"formula": "C4H10O2", "method": "ωB97M-V/def2-TZVPD", "species": ["C", "C", "O", "C", "O", "H", "H", "H", "H", "H", "H", "C", "H", "H", "H", "H"], "positions_angstrom": [[2.1580, -0.4408, -0.0842], [1.0267, 0.5358, -0.0832], [0.8359, 1.3044, 1.0672], [0.1931, 0.7792, -1.0945], [-0.8309, 1.6654, -1.0157], [3.1313, 0.0615, -0.1065], [2.0929, -1.1089, -0.9480], [2.1347, -1.0650, 0.8183], [0.5974, 0.7108, 1.7931], [0.2550, 0.2773, -2.0533], [-0.7717, 2.0524, -0.1261], [-2.1674, -0.9582, 0.3690], [-1.0845, -0.9929, 0.5070], [-2.5906, -1.9501, 0.5397], [-2.6063, -0.2424, 1.0685], [-2.3737, -0.6287, -0.6512]], "lowdin_charge": [-0.042, -0.404, 0.001, -0.177, 0.008, 0.082, 0.083, 0.080, 0.108, 0.131, 0.101, -0.040, 0.002, 0.019, 0.026, 0.022], "lumo_energy_ev": 0.72, "total_charge": 0, "e_homo_ev": -8.4, "smiles": "C/C(O)=C/O.C"}



Most stable structure, least stable structure: version C, version A.